Entry 1:
58
Properties=species:S:1:pos:R:3:forces:R:3 method="wB97M-V/def2-TZVPD" s_squared=2.02 homo_lumo_gap_ev="6.3 / 5.5" multiplicity=3 relative_energy_kcal_mol=64.4 charge=+1 homo_ev="-9.49 / -10.51"
Au -0.26734 0.83617 1.10630 -0.4 -2.4 0.8
S 0.04861 3.12500 1.43587 0.5 4.9 -0.1
P 2.01044 0.58849 0.49285 3.1 0.1 -0.5
P -0.80598 -1.34408 1.89832 -0.8 -2.7 0.8
O -0.23413 3.34865 -0.05662 -0.9 -1.7 0.8
N 0.18173 -1.55377 -1.44408 -0.3 0.2 -0.3
C -1.41759 -1.03262 -3.70781 0.2 0.0 0.3
C -1.54431 -2.81324 -0.39549 -0.8 -0.1 -0.3
C 2.65519 -0.44489 -0.95746 -0.4 -0.1 0.4
C -0.14273 -0.44676 -3.60429 0.0 -0.3 0.5
C -2.81663 -3.35935 -0.45824 0.7 0.3 0.1
C 1.93507 -0.15695 -2.23862 -0.1 0.6 -0.8
C 0.41244 0.43080 -4.58832 0.6 0.3 0.1
C -3.21961 -2.43421 -2.68264 -0.2 -0.4 0.5
C -3.64822 -3.18188 -1.60451 0.1 0.3 -0.6
C -1.18248 3.14909 2.80568 -0.8 0.0 0.9
C 0.63477 -0.75122 -2.42004 -0.4 -0.1 -0.3
C -0.67368 -2.89094 0.82484 0.2 0.3 0.0
C -1.05958 -2.05825 -1.52330 -0.1 0.2 -0.5
C -1.91813 -1.84041 -2.67048 0.5 0.1 0.3
C -2.55445 -1.50070 2.47974 0.1 0.6 -0.2
C 0.11439 -1.93910 3.40220 0.2 0.6 -0.1
C 0.35736 4.91857 1.63454 1.6 1.0 1.1
C 2.82862 2.20425 0.08400 -0.4 0.1 0.0
C 1.66200 0.98416 -4.39390 -0.7 -0.2 -0.2
C 3.17446 -0.05157 1.80078 -0.5 0.0 0.2
C 2.41796 0.69658 -3.21800 -0.2 -0.5 0.6
H 3.02810 0.52198 2.73196 0.1 -0.2 -0.3
H -3.20036 -3.93244 0.39333 0.1 0.2 -0.3
H 0.06288 -1.16514 4.18691 0.0 -0.3 -0.3
H -1.82612 1.09083 1.57677 0.5 0.0 -0.1
H 0.76706 5.11454 2.64538 -0.5 0.1 -0.3
H 2.08353 1.66138 -5.14397 -0.2 -0.3 0.3
H 2.49672 -1.49582 -0.66583 0.2 0.3 -0.1
H 2.33313 2.63275 -0.80296 0.2 -0.1 0.3
H -0.92854 3.88559 3.59608 0.0 0.1 -0.9
H -3.86887 -2.27568 -3.55067 0.3 -0.1 0.4
H 1.18695 5.22001 0.95762 -0.8 -0.5 0.1
H 2.68133 2.90270 0.92459 0.2 -0.2 -0.3
H -2.77415 -2.51305 2.86474 0.3 0.4 -0.2
H 0.38559 -2.97218 0.53240 -0.4 -0.1 0.1
H -2.03337 -0.84308 -4.59483 0.2 -0.1 0.3
H -2.20568 3.33952 2.42168 0.6 -0.2 0.2
H -3.22315 -1.26450 1.63664 0.2 -0.1 0.3
H -0.17294 0.66413 -5.48444 0.3 -0.1 0.4
H 4.23126 0.02914 1.48881 -0.5 0.0 0.0
H -4.64515 -3.63495 -1.61313 0.4 0.2 0.0
H 3.73699 -0.24259 -1.04826 -0.5 0.0 0.2
H 1.17364 -2.10029 3.14380 -0.4 0.0 0.1
H -0.54700 5.52826 1.42180 0.5 -0.7 0.2
H 3.90922 2.08755 -0.11534 -0.5 -0.1 0.2
H 3.40056 1.16454 -3.08906 -0.4 -0.2 -0.1
H -0.31173 -2.87965 3.79450 0.1 0.4 -0.3
H 2.94062 -1.10998 2.00554 0.1 0.4 -0.1
H -0.80860 0.42442 -0.29221 -0.8 -0.6 -1.9
H -0.95559 -3.74824 1.46118 0.1 0.4 -0.1
H -2.72494 -0.75128 3.26933 0.0 -0.3 -0.2
H -1.13959 2.17971 3.34634 -0.2 0.5 -0.7

Entry 2:
57
Properties=species:S:1:pos:R:3:forces:R:3 method="wB97M-V/def2-TZVPD" s_squared=2.03 homo_lumo_gap_ev="5.4 / 5.7" multiplicity=3 relative_energy_kcal_mol=72.0 charge=+1 homo_ev="-8.87 / -10.76"
Au 0.22877 0.66698 1.27980 -0.3 -3.5 1.5
S -0.64281 -1.12389 4.00328 0.0 0.6 -0.9
P -1.85987 0.94154 0.16234 -0.9 1.1 -0.4
P 0.24942 -1.90911 0.26957 0.3 -0.5 -0.7
N 0.23559 -0.02627 -3.09560 -1.1 -0.6 2.2
C 0.98804 -0.59768 4.51951 0.6 -0.1 0.7
C 1.62982 -1.82646 -2.09835 -0.2 1.5 -1.6
C 0.56145 3.59694 -2.77028 1.3 0.8 0.5
C -1.20637 -2.85088 0.75890 -0.2 -0.5 0.4
C 0.91510 2.25887 -2.53709 -1.5 0.4 -1.5
C 4.02683 -1.43412 -2.37842 -0.8 0.2 0.3
C 2.93970 -2.30549 -2.21564 0.9 -0.5 0.3
C 2.48307 0.46766 -2.30647 1.5 -1.3 -1.0
C -1.77897 3.01949 -2.84721 0.8 0.4 0.4
C -0.11616 1.24370 -2.73977 -0.4 2.0 0.8
C 2.25851 1.87243 -2.34608 0.2 0.1 1.8
C 1.58785 -2.77478 1.14711 0.3 -0.2 -0.2
C 3.80468 -0.04605 -2.30267 -1.0 0.2 0.5
C 1.38708 -0.45460 -2.54485 1.6 -0.9 0.9
C -2.26460 2.64191 0.59574 -0.4 0.6 -0.6
C -1.61363 -0.35812 5.30041 -0.3 -0.3 0.5
C -2.41046 0.84533 -1.67547 1.2 -1.3 0.4
C -3.12648 -0.02878 1.00956 -0.6 0.1 0.2
C -1.47051 1.70441 -2.45006 1.5 -0.2 -1.4
C -0.74087 3.95845 -3.06336 -1.1 -0.4 0.1
C 0.49797 -2.57589 -1.49027 -0.2 0.0 0.2
H 1.59487 -3.83604 0.86332 0.0 0.2 0.2
H -1.80257 -1.09560 6.09396 0.0 0.3 -0.2
H 1.41725 4.34248 -2.74092 -1.3 -0.8 -0.2
H -0.94946 -3.90952 0.79289 -0.2 -0.1 0.0
H 2.56092 -2.33295 0.88692 -0.3 -0.1 0.1
H -0.45693 -2.39252 -2.01212 0.4 0.0 0.0
H -0.98432 4.96280 -3.40518 0.1 -0.2 0.1
H -2.00987 -2.70540 0.03723 0.0 0.0 0.0
H 1.43175 -1.37863 5.14657 0.1 0.2 -0.1
H -1.53712 -2.52623 1.75618 0.0 -0.2 -0.3
H -2.55406 -0.03101 4.86471 -0.1 0.0 0.2
H 2.88788 2.50929 -1.65179 -0.5 -0.5 -1.4
H 2.07287 0.21312 1.37984 -2.2 1.2 0.1
H -1.07565 0.48996 5.73172 -0.2 -0.1 -0.2
H -3.46848 1.11797 -1.71654 0.2 0.1 0.1
H -2.83165 3.28153 -2.97056 0.3 0.1 0.2
H -2.86048 -0.13926 2.06864 -0.1 0.0 -0.2
H 0.90465 0.32344 5.11642 0.1 -0.3 -0.4
H 1.43713 -2.67374 2.22245 0.0 -0.1 0.0
H -2.29410 -0.22642 -1.94414 -0.1 0.5 0.0
H -3.26591 2.91168 0.22408 0.3 0.0 0.2
H -1.52577 3.33319 0.15974 -0.3 -0.3 0.1
H -3.23533 -1.02249 0.57136 0.0 0.1 0.1
H 4.61615 0.68974 -2.24166 -0.2 -0.5 -0.2
H -4.09184 0.50471 0.91945 0.4 -0.3 0.1
H -2.21968 2.74079 1.67594 -0.1 0.1 0.2
H 1.60258 -0.42271 3.63948 0.1 0.0 0.2
H 0.68870 -3.65797 -1.42315 -0.1 0.3 0.0
H 3.12231 -3.40256 -2.17812 -0.2 0.9 0.2
H 1.22380 1.21622 0.43829 2.9 1.8 -2.1
H 5.03926 -1.78943 -2.48966 0.0 -0.2 0.0

Entry 3:
60
Properties=species:S:1:pos:R:3:forces:R:3 method="wB97M-V/def2-TZVPD" s_squared=6.02 homo_lumo_gap_ev="3.4 / 6.9" multiplicity=5 charge=-1 homo_ev="-0.64 / -4.73"
Rh 0.18572 -0.61374 -0.28050 0.6 -1.8 2.1
Cl -0.15481 1.58753 0.74069 -0.2 1.1 0.6
O 3.94379 1.11021 -0.11412 0.7 0.0 0.4
O -3.87467 -1.01607 -1.05266 -0.6 0.0 0.5
N -1.87186 -0.76887 -0.10815 -2.4 0.5 -1.6
N 0.34858 -3.18674 0.81853 -2.1 1.7 -1.2
N 2.16777 -0.15661 0.32234 1.4 0.6 -0.6
C 2.04859 0.58886 2.75205 -0.4 0.5 0.2
C -1.46601 2.06368 -2.87080 0.3 -0.4 -0.3
C -1.19277 0.76425 -2.41818 1.7 2.1 0.1
C 2.84971 -0.07364 1.65363 0.0 0.0 -0.6
C 2.48044 0.70222 -2.00726 1.0 -0.3 0.8
C 2.03023 3.61240 -2.75994 0.3 0.5 -0.1
C 4.05392 0.80350 1.32316 0.5 0.8 -0.7
C 2.84480 0.51445 -0.56420 -0.5 -0.8 1.7
C -2.58236 -0.75265 -1.21467 0.7 -0.5 2.4
C 0.30229 -3.87023 1.79286 0.3 0.1 0.2
C 0.03095 0.60124 -1.75816 0.8 -0.5 -3.5
C 0.89959 2.65692 -2.57571 -0.1 -0.7 -0.2
C 3.26889 -1.45844 2.10413 0.2 0.0 0.1
C -2.05086 -0.43049 -2.56906 -0.6 -0.7 0.4
C -2.27945 -1.49270 2.22536 -0.3 -0.2 0.0
C -0.42864 3.01692 -2.88772 -0.1 -0.3 0.2
C -3.17373 0.70393 1.45102 0.3 0.3 -0.1
C -2.81600 -0.72167 1.04041 -0.3 -0.2 -0.2
C -4.05264 -1.32677 0.39202 -0.1 -0.5 -0.7
C 1.16585 1.35985 -2.11080 -2.8 1.3 -0.5
C -2.84743 2.37307 -3.35861 -0.3 0.5 -0.1
B 0.39782 -4.81005 2.96548 0.3 -0.5 0.3
H 1.30766 -5.57439 2.68681 0.2 -0.4 0.3
H -1.44118 -0.95813 2.68125 0.0 -0.1 -0.1
H 0.97660 -2.82793 0.07186 1.7 -0.7 -0.3
H 2.69313 3.31009 -3.57739 0.0 0.0 0.0
H -3.08595 -1.54888 2.96142 0.1 -0.1 0.1
H -4.08294 -2.41784 0.50308 0.0 0.1 -0.2
H 0.64245 -4.13610 3.94462 0.0 0.0 0.2
H -1.96168 -2.49838 1.93859 0.1 0.1 0.1
H -2.92437 3.42241 -3.65214 -0.1 0.0 -0.1
H 3.27989 1.23969 -2.51955 0.0 0.0 0.1
H -3.75861 0.63596 2.38104 0.1 0.1 -0.3
H 2.64814 3.68755 -1.85640 -0.1 0.0 -0.1
H 2.39997 -2.11911 2.16746 0.2 0.0 0.0
H 2.74799 0.77541 3.57536 -0.1 0.0 0.0
H 2.39908 -0.31054 -2.42386 0.1 0.2 -0.1
H -0.64649 4.03389 -3.23102 0.1 -0.3 0.2
H -3.60080 2.19943 -2.58013 0.1 0.0 -0.1
H 1.60488 1.53984 2.41956 0.2 -0.5 0.2
H 3.71666 -1.35697 3.10522 0.0 -0.2 -0.3
H -0.67113 -5.37752 3.01401 -0.1 -0.3 0.4
H -3.78713 1.18466 0.66934 0.3 0.0 0.3
H -5.01096 -0.89004 0.68134 0.2 0.0 0.1
H 1.25650 -0.05716 3.13679 0.0 0.0 -0.2
H -2.24827 1.27902 1.60893 -0.6 -0.1 0.0
H -3.13140 1.75924 -4.21698 0.0 0.0 0.0
H -1.42969 -1.29130 -2.86592 -0.2 0.3 -0.1
H 4.05314 1.78461 1.82996 0.0 -0.5 -0.1
H -2.86517 -0.31903 -3.28787 0.0 0.0 0.2
H 1.65938 4.61163 -2.98648 0.0 0.1 0.0
H 4.01258 -1.86425 1.40751 -0.2 -0.1 0.2
H 5.01999 0.30376 1.48245 -0.3 0.1 -0.1

Entry 4:
61
Properties=species:S:1:pos:R:3:forces:R:3 method="wB97M-V/def2-TZVPD" homo_lumo_gap_ev=7.9 charge=+2 homo_ev=-13.61
Ba 1.45113 -0.94177 -0.36219 -0.1 -0.3 -1.1
S 0.72115 -3.79909 0.79684 0.1 0.0 0.0
N -0.86207 -5.89588 0.31218 0.1 0.0 0.0
N 2.66118 0.95842 1.11155 0.2 0.1 0.1
N 1.42205 -6.23114 0.04089 0.1 0.0 0.0
N 0.61014 -0.42237 2.00229 -0.1 0.1 0.6
N 1.64950 1.81833 -1.17245 0.1 0.0 0.1
N -1.26143 -0.83941 0.15824 -0.1 0.0 0.0
N -0.85854 0.76927 -2.12864 0.0 -0.1 0.0
C -1.04432 -7.17340 -0.01633 -0.2 -0.1 0.0
C 0.38809 -1.33387 4.58181 0.0 0.0 0.0
C -0.63783 -1.54828 3.67944 0.0 0.0 0.0
C 2.82919 2.58457 -0.73328 0.0 0.0 -0.1
C 2.53646 -8.29589 -0.59355 -0.1 0.0 0.0
C 3.56936 1.86959 0.41707 0.0 -0.1 0.2
C 2.73183 0.68424 2.35278 -0.3 -0.1 0.1
C 1.11307 2.18266 -2.49782 0.1 0.0 0.0
C 0.25777 1.03854 -3.01101 0.0 0.0 -0.1
C -1.57974 -1.19705 1.33503 0.2 0.0 0.2
C -2.45673 -7.65436 -0.05223 0.0 0.0 0.0
C 1.59720 -0.18170 2.87935 0.0 0.2 -0.1
C 3.75610 1.18614 3.32012 0.0 0.0 0.0
C -1.46248 -0.54077 -2.22942 0.0 -0.1 -0.1
C -2.90205 -1.73046 1.77623 0.0 0.0 0.0
C 0.37393 -5.41164 0.34559 0.0 0.1 -0.1
C 1.51821 -0.62768 4.18782 0.0 0.0 0.0
C -0.49259 -1.06969 2.38248 -0.1 0.1 0.0
C -2.21664 -0.86977 -0.95182 0.1 -0.1 0.1
C 0.01786 -8.03715 -0.32965 0.1 0.0 0.0
C 1.28958 -7.53766 -0.29356 0.0 0.1 0.0
H 2.30661 -0.42314 4.89626 0.0 0.0 0.0
H 0.54311 3.11527 -2.46913 0.0 0.0 0.0
H -2.99886 -0.12514 -0.78296 0.0 0.0 0.0
H -2.79656 -2.79408 2.00793 0.0 0.0 0.0
H 0.30386 -1.69772 5.59683 0.0 0.0 0.0
H 1.94984 2.33149 -3.18041 0.0 0.0 0.0
H 3.00246 -7.90390 -1.49925 0.0 0.0 0.0
H 4.40186 1.28764 0.00979 0.0 -0.1 0.0
H -3.66302 -1.62218 1.00970 0.0 0.0 0.0
H -1.53146 -2.07716 3.97505 0.0 0.0 0.0
H 4.66313 1.50640 2.81589 0.0 0.0 0.0
H -0.10432 1.25958 -4.01767 0.0 0.0 0.0
H -2.13411 -0.59254 -3.08897 0.0 0.0 0.0
H 2.34269 -5.81721 0.10997 0.0 0.0 0.0
H 3.50199 2.68543 -1.58470 0.0 0.0 0.0
H -2.69169 -1.84864 -1.03945 0.0 0.0 0.0
H 2.55209 3.59845 -0.43264 0.0 0.0 0.0
H -0.70224 -1.33173 -2.41531 0.0 0.0 0.0
H 0.93212 2.01619 -0.47916 0.0 0.0 0.0
H -2.99426 -7.27869 0.81632 0.0 0.0 0.0
H -0.15822 -9.07073 -0.58477 0.0 0.0 0.0
H -0.69119 1.01291 -1.16302 0.0 0.0 0.0
H 4.02677 0.41683 4.04054 0.0 0.0 0.0
H 4.00373 2.60958 1.08987 0.0 0.0 0.0
H -2.94264 -7.24429 -0.94022 0.0 0.0 0.0
H 3.35299 2.03056 3.88502 0.0 0.0 0.0
H -2.52168 -8.73858 -0.09120 0.0 0.0 0.0
H 3.24931 -8.20385 0.22687 0.0 0.0 0.0
H 0.90638 0.14254 -3.12789 0.0 0.0 0.0
H -3.24195 -1.22245 2.67884 0.0 0.0 0.0
H 2.31562 -9.34836 -0.74630 0.0 0.0 0.0

E_tot readings, ordered: -58912.715; -56863.754; -47048.289; -44229.663 eV